7
Properties=species:S:1:pos:R:3:forces:R:3:lowdin_spin:R:1 method="wB97M-V/def2-TZVPD" orbital_gap_ha="0.1627 / 0.3631" total_charge=+1 multiplicity=2 s2=0.7503
O -3.921 0.568 0.182 0.68 0.77 -0.07 0.03
C -2.733 0.306 0.051 0.08 -3.32 -0.14 0.02
H -2.236 -0.597 0.405 0.76 0.69 3.27 0.00
O -2.813 0.062 -2.083 -6.61 0.57 -9.94 0.10
O -2.103 0.111 -1.111 6.27 0.83 8.08 0.02
Ba -5.111 0.999 -1.916 -1.18 0.38 -0.90 0.57
Li -1.918 0.717 -3.512 0.00 0.08 -0.28 0.25



6
Properties=species:S:1:pos:R:3:forces:R:3:mulliken_charge:R:1 method="wB97M-V/def2-TZVPD" orbital_gap_ha=0.2592 multiplicity=1
O 2.137 -0.353 -0.474 -3.47 2.78 -0.73 -0.75
C -1.706 0.288 -0.207 -1.43 0.32 -0.24 -0.23
O -0.450 0.274 -0.010 1.45 1.04 -0.11 0.04
Be 0.864 0.596 -0.737 3.10 -4.23 1.62 -0.01
Li 1.315 -1.423 0.646 0.36 0.42 -0.46 0.88
H -2.158 0.618 0.782 -0.02 -0.33 -0.08 0.07



8
Properties=species:S:1:pos:R:3:forces:R:3:mulliken_charge:R:1 method="wB97M-V/def2-TZVPD" orbital_gap_ha=0.3810 multiplicity=1 de_lowest_ev=2.773
C -2.395 -0.318 0.656 0.73 0.80 0.66 0.02
O -1.669 -1.521 0.520 1.60 -0.82 -1.34 -0.24
F 0.251 -1.480 -0.956 -1.03 1.14 1.20 -0.33
F -1.454 -0.185 -1.806 0.22 0.25 1.32 -0.24
P -0.865 -0.392 -0.330 -0.48 -2.93 -3.67 0.83
Br -2.131 0.094 2.486 -0.34 1.02 1.02 -0.08
Br -4.203 -0.498 0.156 -0.08 0.27 -0.26 -0.04
H 0.208 0.518 -0.283 -0.63 0.28 1.07 0.08



Number 1: total energy -297.0677 Ha. Number 2: total energy -211.4231 Ha. Number 3: total energy -5803.0590 Ha.